(1)
ORCA calculation (ωB97M-V with the def2-TZVPD basis set) on 5 unconnected molecules or ions with the total composition C33H70Br2ClFN3O4P2S3 at a distorted geometry.

* total charge: +1
* max |F|: 7.56 eV/A
* E_tot: -9349.54697 a.u.
* orbital gap: 6.8 eV

Each line ends with the Mulliken charge.
Positions of all 119 atoms, in Å:
Br 1.811 -2.210 5.302  -0.0431
Br 2.481 0.871 6.103  -0.1367
Cl 0.925 -0.917 -0.005  -0.3112
S -5.019 -1.309 1.547  0.8760
S -2.369 -1.844 -0.893  -0.1453
S -2.033 -1.180 4.739  -0.1337
P -0.059 0.460 1.264  0.3190
P -2.245 -3.226 0.512  0.0027
F -1.059 -5.562 2.832  -0.2498
O -4.989 -2.709 2.143  -0.5584
O -5.438 -1.272 0.114  -0.4986
O 1.213 -5.721 2.947  -0.4188
O -1.134 1.305 0.193  -0.3894
N -1.098 -0.285 2.457  0.4672
N -3.571 -0.405 1.908  0.4538
N -1.996 -2.369 2.029  0.4087
C 2.586 2.645 -2.745  -0.0504
C 2.166 1.856 -1.513  -0.8803
C -0.921 6.359 -1.355  -0.4095
C 4.083 -7.729 3.812  -0.4703
C -6.379 -0.436 2.513  -0.9720
C -0.767 -2.630 2.848  -0.1631
C -0.141 6.400 -2.670  -0.5826
C -4.595 0.478 -3.548  -0.4417
C 4.942 1.416 -5.423  -1.2042
C -0.203 5.594 -0.252  -0.9640
C 5.944 -8.905 5.171  -0.3883
C -5.296 0.937 -2.269  0.3735
C 4.448 -8.740 4.903  -0.7689
C 6.720 -9.427 3.969  -1.1785
C 0.159 1.815 4.382  -0.8104
C 0.255 -4.989 2.685  0.3432
C 0.373 9.475 -3.044  -1.2094
C 0.629 -0.824 4.459  -0.1889
C 1.177 8.560 -2.131  -0.5845
C -2.362 -0.936 2.085  -0.8984
C 0.957 0.524 4.850  0.0116
C 4.316 0.561 -4.330  -0.3772
C -0.576 -1.178 3.508  0.3756
C -4.526 1.520 -4.669  -0.8678
C -6.787 1.009 -5.734  -1.1898
C 1.216 7.107 -2.607  -0.4910
C 2.787 0.606 -4.324  -0.6717
C -5.873 2.071 -5.138  -0.3958
C 4.037 -5.651 5.290  -0.9607
C 0.473 -3.441 2.243  -0.6423
C 4.599 -6.307 4.036  -0.4834
C -4.600 2.106 -1.585  -1.1027
C 2.171 1.983 -4.059  -0.7510
H 4.588 1.107 -6.410  0.2954
H 4.317 -5.697 3.170  0.3049
H -5.324 0.095 -1.570  -0.2476
H 4.455 -8.088 2.846  0.3432
H 0.418 10.504 -2.679  0.3828
H -4.010 1.070 -5.525  0.4162
H 3.667 2.812 -2.724  0.3741
H 6.324 -10.391 3.638  0.2913
H -6.307 0.513 -6.583  0.2932
H 2.650 0.878 -1.476  0.3796
H 1.668 7.074 -3.605  0.4203
H 0.004 4.564 -0.562  0.0342
H 0.195 2.669 5.157  0.3990
H 2.447 2.399 -0.605  0.4661
H 5.693 -6.298 4.075  0.3722
H 3.953 -8.458 5.839  0.3041
H -3.528 -3.902 0.469  0.1490
H -2.138 0.158 5.160  0.2633
H -6.704 0.541 2.028  0.3431
H -1.106 -3.257 3.764  0.4820
H -5.688 2.836 -5.899  0.3903
H -5.117 2.360 -0.654  0.3577
H -4.598 2.999 -2.214  0.3959
H 0.021 5.373 -3.019  0.2783
H -3.897 2.357 -4.348  0.2747
H 4.403 -4.624 5.373  0.3135
H 1.499 -3.151 2.642  0.2936
H 2.421 2.657 -4.885  0.3852
H -0.826 5.557 0.647  0.4200
H 2.205 8.935 -2.082  0.4055
H -1.274 -4.234 0.218  0.2030
H 1.079 1.881 -4.077  0.3474
H -7.057 0.248 -4.998  0.2827
H 0.742 6.069 0.021  0.3066
H -7.229 -1.190 2.678  0.3774
H 2.991 -7.700 3.720  0.2104
H 2.419 0.244 -5.291  0.4073
H -0.680 9.184 -3.082  0.2837
H 1.082 1.706 -1.496  -0.0579
H -3.573 0.168 -3.302  0.1657
H 2.418 -0.107 -3.578  0.1841
H 0.551 -3.461 1.107  0.3650
H 0.589 2.207 3.382  0.1972
H -0.765 6.879 -3.432  0.3388
H 4.341 -6.184 6.195  0.2930
H 4.631 -0.478 -4.478  0.4002
H 0.782 8.619 -1.111  0.2396
H 4.028 -9.713 4.625  0.4091
H 6.071 -9.611 5.999  0.3698
H 2.122 3.637 -2.697  -0.1493
H -1.148 7.373 -1.011  0.2764
H -5.911 -0.275 3.561  0.3478
H 6.030 1.309 -5.407  0.3796
H 1.891 6.542 -1.955  0.2462
H 6.381 -7.959 5.507  0.2324
H -1.886 5.875 -1.541  0.3211
H 4.712 2.475 -5.289  0.2800
H -6.339 1.199 -2.475  0.3074
H -0.959 1.627 4.165  0.1660
H -3.680 0.625 2.010  0.3783
H -7.713 1.467 -6.091  0.3826
H 4.712 0.864 -3.354  0.2179
H -6.388 2.577 -4.314  0.2212
H 0.773 9.460 -4.061  0.2902
H 7.772 -9.567 4.232  0.3792
H -3.564 1.854 -1.338  0.1298
H -5.099 -0.421 -3.920  0.3534
H 2.944 -5.619 5.258  0.1729
H -0.594 2.111 -0.030  0.2361
H 6.680 -8.730 3.129  0.2795

Forces on the atoms, in the same order (eV/Å):
Br -1.77 0.73 -1.36
Br -1.82 -0.13 -1.47
Cl -0.94 0.08 0.62
S -5.49 -4.81 -1.98
S 0.29 -0.73 0.66
S -0.35 0.44 0.73
P 0.80 1.99 -1.35
P -2.05 1.33 -2.47
F 2.11 1.97 -0.64
O 1.33 4.52 -1.26
O 1.98 0.61 3.88
O -3.99 2.93 -1.17
O 1.68 -1.08 1.82
N -2.52 0.83 -1.29
N 1.80 0.25 0.01
N -0.34 1.07 -0.51
C -0.16 0.10 -0.07
C 0.22 0.16 0.13
C -0.04 -0.14 -0.14
C 0.05 -0.09 -0.12
C 1.07 0.36 1.51
C 0.10 -0.28 2.48
C -0.06 0.13 -0.11
C -0.11 -0.06 -0.10
C 0.15 0.03 0.06
C -0.10 0.11 0.22
C -0.07 -0.10 0.01
C 0.09 -0.19 0.05
C -0.05 0.07 0.11
C 0.15 0.06 0.03
C -0.02 0.38 -0.17
C 3.47 -2.58 1.16
C -0.05 0.11 0.10
C 2.14 3.56 0.43
C 0.08 -0.02 -0.08
C 2.74 -3.30 0.37
C -1.13 -2.11 -0.90
C -0.06 -0.07 -0.07
C -0.43 -0.45 1.46
C 0.08 0.09 0.06
C -0.15 0.07 0.03
C 0.07 -0.09 0.10
C -0.04 -0.07 0.11
C 0.08 -0.01 -0.08
C 0.09 0.13 0.06
C -1.18 -1.39 -0.22
C -0.12 -0.01 -0.08
C -0.09 0.03 0.04
C 0.07 0.06 -0.13
H 0.00 0.06 0.05
H 0.05 -0.06 0.01
H -0.03 0.17 -0.26
H -0.02 0.01 0.07
H -0.04 -0.05 -0.09
H -0.04 0.03 0.04
H -0.05 -0.02 -0.01
H 0.01 0.07 -0.03
H -0.03 -0.01 0.07
H -0.10 0.05 0.01
H -0.03 0.01 0.06
H 0.09 0.01 -0.05
H 0.21 -1.57 -1.16
H 0.00 -0.07 0.03
H -0.04 -0.03 -0.01
H 0.00 -0.01 -0.05
H 1.20 0.07 0.89
H 0.59 -1.26 -0.68
H 0.53 -1.45 0.50
H 0.44 0.79 -1.62
H 0.00 -0.01 0.10
H 0.03 0.09 -0.01
H 0.05 -0.01 0.09
H -0.03 0.02 0.02
H 0.00 -0.04 -0.01
H -0.02 -0.03 0.07
H -1.60 -0.30 -0.28
H -0.02 -0.05 0.06
H 0.09 -0.03 0.00
H -0.07 -0.06 0.06
H -0.21 0.42 1.08
H 0.03 0.02 0.01
H 0.02 0.00 -0.07
H -0.02 -0.10 -0.02
H 1.47 0.95 -0.81
H 0.06 0.03 0.00
H 0.03 0.02 0.06
H 0.05 0.03 -0.05
H 0.01 -0.10 -0.13
H -0.03 0.00 0.02
H -0.02 0.02 -0.03
H -0.20 0.31 1.49
H -0.47 -0.60 1.73
H 0.05 -0.04 0.05
H -0.06 0.05 -0.03
H -0.03 0.06 0.07
H 0.03 -0.03 -0.03
H 0.04 0.05 0.02
H -0.02 0.10 -0.01
H 0.08 -0.02 -0.04
H 0.03 -0.04 -0.03
H -0.84 -0.02 -1.65
H -0.08 0.06 -0.07
H -0.01 0.00 -0.04
H -0.05 -0.03 0.00
H 0.03 0.09 -0.01
H 0.01 -0.05 -0.06
H 0.04 0.01 -0.05
H 1.84 -0.03 0.45
H 0.26 -0.90 -0.25
H 0.05 -0.11 -0.01
H -0.04 -0.02 -0.02
H 0.05 -0.01 -0.02
H -0.06 -0.01 0.04
H -0.06 -0.02 -0.10
H 0.01 0.02 -0.05
H 0.05 0.06 0.03
H 0.03 -0.07 0.02
H -0.74 -0.81 0.15
H 0.00 -0.07 0.01



(2)
ORCA calculation (ωB97M-V with the def2-TZVPD basis set) on 9 unconnected molecules or ions with the total composition C33H70N2O11 at a distorted geometry.

* max |F|: 7.71 eV/A
* E_tot: -2235.73803 a.u.
* orbital gap: 8.4 eV

Each line ends with the Mulliken charge.
Positions of all 116 atoms, in Å:
O 0.280 0.028 0.001  -0.2655
O -0.774 1.556 -0.971  0.6189
O 2.525 2.766 -3.266  -0.4503
O 2.718 -1.235 3.896  -0.4665
O 0.806 -5.386 -0.333  -0.5689
O 5.081 0.161 -0.706  -0.5109
O -5.129 2.226 -2.529  -0.4886
O -0.691 -1.170 -4.702  -0.4994
O -1.809 0.230 0.238  -0.5437
O -1.324 3.856 0.526  -0.5647
O -5.558 -2.605 1.075  -0.5404
N -0.744 0.507 -0.420  -0.4408
N -0.543 1.905 3.694  0.8955
C -3.224 2.960 -3.664  -0.6479
C 3.298 3.931 -2.930  -0.3673
C -0.296 2.668 2.566  0.1972
C -4.141 1.855 -1.626  -0.3146
C -5.245 -3.909 1.531  -0.9830
C 0.247 -5.823 0.917  -0.3697
C 0.743 1.713 4.384  -1.7644
C 3.324 -1.212 -1.447  0.6013
C -1.756 -1.744 -2.805  -0.1038
C 4.724 -1.206 -0.913  -0.5668
C 2.199 5.028 -3.020  -1.4939
C -4.364 -1.841 1.033  -0.5103
C -2.750 2.385 -2.241  1.8904
C 0.943 4.307 -2.608  -0.2522
C -0.255 -1.781 -2.587  0.8999
C 0.725 -4.480 1.715  -0.6758
C -3.825 -4.172 0.895  -0.4479
C 3.918 1.068 -1.160  0.4123
C 4.202 0.006 2.578  -0.6796
C 4.014 -1.363 4.580  -0.7762
C -1.010 0.589 3.288  -0.8214
C 0.691 -3.417 0.719  1.7838
C -1.883 -1.369 -4.206  -0.8327
C 3.046 -1.005 2.510  1.1955
C -3.294 -2.752 0.593  0.8935
C -1.466 2.491 4.734  -1.0429
C 0.226 -0.809 -3.694  0.1106
C -1.560 3.132 1.737  -0.5542
C 3.106 0.119 -2.111  0.4058
C 0.249 -4.170 -0.621  -0.1749
C 1.337 2.945 -2.403  0.4530
C -4.537 2.322 -3.830  -0.5123
C 4.883 -0.318 3.940  -0.4977
H 3.346 -2.004 2.112  0.1449
H -0.124 -2.712 0.945  -0.6360
H 4.764 -0.053 1.800  0.7996
H 0.249 3.641 2.811  0.4667
H 0.477 2.272 -2.683  -0.5043
H 0.695 1.056 5.221  0.4556
H 3.871 1.110 2.699  0.1057
H 1.599 -2.918 0.777  -0.7779
H -2.337 -2.523 1.169  -0.2752
H 1.083 2.602 4.821  0.5321
H -0.836 -5.856 1.122  0.1028
H -2.060 -1.024 -2.039  -0.4211
H 1.671 -4.578 2.175  0.3753
H -3.196 -2.430 -0.338  -0.2322
H -2.283 2.352 1.490  0.2046
H -2.374 -0.477 -4.428  0.2593
H -1.260 0.076 4.193  0.6598
H 4.996 -1.779 0.001  0.2538
H 0.950 -3.839 -1.422  -0.0142
H -1.174 3.139 -0.073  -0.2389
H 4.469 -2.357 4.394  0.2086
H -4.318 -1.677 2.048  0.4396
H 0.569 4.362 -3.663  0.2163
H 0.472 2.157 1.760  -0.4305
H -3.959 0.814 -1.463  0.1690
H 5.426 -1.568 -1.811  0.2431
H 2.146 -0.607 2.103  -1.0782
H 2.942 -2.049 -2.131  0.4755
H -2.548 2.847 -4.480  0.4350
H 3.285 1.365 -0.203  -0.1966
H -5.303 -3.993 2.484  0.4784
H 4.854 0.439 4.831  0.2072
H -5.307 2.645 -4.630  0.3274
H -6.015 -4.648 1.439  0.4452
H -1.981 3.999 2.275  0.4511
H 0.721 -6.767 1.287  0.3573
H -2.128 3.102 -1.597  -0.4553
H -0.025 -4.394 2.670  0.1933
H 2.091 5.544 -3.877  0.4553
H 5.840 -0.686 3.647  0.3027
H 0.226 0.237 -3.336  -0.1277
H -2.031 1.651 -2.449  -0.9657
H 2.177 0.502 -2.044  -0.7375
H 1.479 1.632 3.770  0.7267
H -1.483 2.040 5.740  0.3356
H 3.454 0.180 -3.095  0.6209
H 0.214 -1.388 -1.665  -0.7711
H -4.469 -0.961 0.397  -0.0002
H 1.356 -1.024 -3.762  0.2707
H 4.403 1.928 -1.691  -0.1348
H -4.263 -4.543 -0.057  0.2741
H 3.698 3.778 -1.861  0.2137
H -0.776 -4.068 -0.583  0.4365
H -0.085 -2.844 -2.774  0.2930
H -2.345 -2.123 -4.903  0.2580
H -3.174 -4.759 1.496  0.3767
H 1.606 2.756 -1.412  0.0835
H 3.885 -1.317 5.576  0.5695
H -0.320 -0.090 2.584  -0.2003
H 2.746 -1.432 -0.615  -0.8419
H -2.368 2.317 4.458  0.4916
H -4.327 1.440 -4.265  0.2143
H -2.153 -2.629 -2.480  0.7424
H 0.293 4.914 -2.059  0.6636
H 4.079 3.881 -3.580  0.5557
H -4.251 2.353 -0.591  0.1058
H 2.527 5.806 -2.461  0.4201
H -1.997 0.509 2.727  0.3888
H -3.406 4.086 -3.696  0.2979
H -1.090 3.602 4.837  0.3066

Forces on the atoms, in the same order (eV/Å):
O 3.20 -2.23 -0.57
O 1.52 2.66 -3.30
O -1.25 -0.06 1.30
O 0.90 -0.23 0.75
O -1.96 -4.40 -0.31
O -1.75 1.48 0.01
O -0.64 -0.15 -0.67
O 6.72 1.22 -3.07
O -0.94 -1.72 -0.95
O 0.96 -0.45 1.31
O -2.07 -0.85 -1.38
N -2.63 0.86 6.79
N 0.50 -2.29 2.82
C -0.01 3.44 1.82
C -3.03 -0.90 1.88
C 2.09 3.83 -6.36
C 3.04 2.20 1.34
C 1.77 1.17 -4.48
C 2.54 2.10 1.72
C -2.96 0.93 3.66
C -0.90 -1.91 -1.58
C 0.87 2.34 3.36
C 3.01 -0.29 -2.95
C 2.67 -1.93 2.35
C -1.51 -0.40 0.28
C -1.27 2.51 -1.10
C 0.03 2.45 -4.55
C 0.78 0.61 -0.23
C -3.44 -3.00 3.68
C -2.93 1.13 -1.65
C 1.05 -1.47 0.70
C -4.39 2.32 5.73
C -0.39 -1.96 -4.56
C -1.42 -3.87 -2.21
C -3.32 1.13 -0.74
C -3.73 -1.66 -1.51
C 0.65 -0.27 1.89
C 1.53 -1.10 4.61
C 5.79 3.31 1.77
C 1.39 -2.00 1.79
C -0.50 1.98 0.50
C 2.97 0.63 2.97
C 5.88 2.08 1.69
C -0.54 -2.66 -1.73
C -2.44 1.54 -0.54
C -0.64 1.10 1.37
H -0.14 0.87 -0.34
H 0.50 0.24 0.01
H 3.96 -0.26 -4.78
H -0.69 -1.26 0.09
H 1.49 0.29 0.14
H -0.17 -1.14 -0.03
H -0.05 -1.74 -0.71
H 1.60 1.08 -0.83
H -1.10 -0.29 -0.88
H -0.40 2.06 0.90
H 0.06 -0.18 -1.30
H -0.93 0.42 -0.59
H 1.17 -0.47 0.29
H 1.26 0.03 -4.56
H 0.14 -0.20 0.56
H -2.03 1.71 0.43
H 0.38 -0.67 0.64
H -0.63 0.14 -0.61
H -1.76 0.25 0.05
H 0.44 -0.68 -1.50
H -0.55 0.00 -0.18
H 1.17 1.79 2.47
H -1.17 -0.72 0.98
H -1.94 0.57 2.29
H -0.65 -1.04 -0.07
H -1.02 0.34 1.98
H -0.61 0.01 -0.93
H 1.40 0.78 0.60
H 0.63 -0.78 -0.50
H 1.30 -0.42 -1.95
H 0.91 0.68 7.16
H 0.82 -0.24 -2.51
H 1.04 0.70 1.73
H -0.76 -0.42 -2.17
H -0.52 -1.02 0.72
H -0.29 0.89 -0.63
H -1.77 -0.58 -1.30
H 1.57 0.27 -2.19
H -0.15 0.82 -3.74
H 1.04 -0.08 0.78
H -0.71 -0.12 -0.36
H 0.17 -1.32 -0.35
H -3.51 0.65 -0.10
H 4.37 -2.08 -4.35
H 1.21 -0.32 -0.54
H 0.66 -0.01 -1.42
H -0.84 -0.92 -0.01
H -0.24 -0.02 0.34
H -1.74 0.11 -1.41
H -0.59 -0.83 0.86
H 1.63 -0.78 0.29
H -0.58 0.70 -1.26
H -2.46 -0.22 -1.15
H 1.39 0.50 -0.28
H -0.06 0.23 0.99
H 0.43 -0.88 -0.01
H 0.56 -0.64 1.80
H -0.70 0.60 3.40
H -0.92 2.07 1.73
H -1.92 0.52 1.74
H -6.08 -0.08 -2.43
H 0.53 -4.20 -0.73
H -1.32 -2.38 0.31
H -0.98 0.18 1.59
H 2.30 0.62 -1.91
H -0.40 -0.70 -1.64
H 0.72 2.37 2.84
H 1.25 1.16 0.40
H 0.43 -1.06 0.69
H -1.38 -2.11 -0.20



Q: Number 1 is which compound?
A: C33H70Br2ClFN3O4P2S3